{
  "formula": "C25H19Co2N2O6",
  "method": "the ωB97M-V functional and the def2-TZVPD basis",
  "homo_ev": -1.34,
  "relative_energy_kcal_mol": 76.6,
  "energy_ha": -4290.41090,
  "charge": -1,
  "species": ["C", "C", "C", "C", "C", "N", "C", "C", "C", "N", "C", "C", "H", "H", "H", "H", "H", "H", "H", "H", "H", "H", "H", "H", "O", "C", "Co", "C", "O", "C", "O", "C", "C", "C", "C", "C", "C", "C", "C", "C", "Co", "C", "O", "C", "O", "C", "O", "H", "H", "H", "H", "H", "H", "H"],
  "coordinates": [[3.167, -2.081, -2.161], [2.413, -3.235, -1.942], [1.030, -3.153, -1.830], [0.411, -1.904, -2.014], [-1.063, -1.833, -1.956], [-1.648, -0.889, -1.169], [-3.110, -0.648, -1.376], [-3.891, -1.931, -1.615], [-3.252, -2.881, -2.597], [-1.797, -2.699, -2.640], [1.169, -0.718, -2.137], [2.552, -0.825, -2.221], [4.250, -2.156, -2.241], [2.893, -4.205, -1.837], [0.426, -4.017, -1.532], [-3.522, -0.099, -0.523], [-3.172, -0.028, -2.280], [-4.057, -2.449, -0.666], [-4.883, -1.678, -1.992], [-3.462, -3.910, -2.286], [-3.633, -2.756, -3.617], [-1.270, -3.419, -3.115], [0.666, 0.255, -2.167], [3.148, 0.079, -2.335], [3.872, 0.959, 0.521], [2.972, 0.671, 1.186], [1.606, 0.132, 2.157], [2.076, -1.541, 1.992], [2.362, -2.651, 1.838], [2.213, 0.769, 3.675], [2.695, 1.162, 4.649], [0.015, 1.401, 1.142], [0.438, 2.750, 0.783], [1.174, 3.523, 1.698], [1.557, 4.821, 1.367], [1.256, 5.338, 0.105], [0.551, 4.566, -0.830], [0.131, 3.278, -0.492], [-0.935, 0.538, 0.753], [-1.075, -0.766, 0.088], [-0.806, 0.630, 2.579], [-0.359, 1.607, 3.947], [-0.219, 2.163, 4.950], [-0.036, -0.891, 3.281], [-0.113, -1.819, 3.985], [-2.473, 0.415, 3.077], [-3.591, 0.247, 3.323], [1.440, 3.091, 2.671], [2.087, 5.405, 2.118], [1.582, 6.346, -0.143], [0.320, 4.963, -1.820], [-0.421, 2.665, -1.215], [-1.638, -1.411, 0.804], [-0.044, -1.183, 0.061]],
  "atomic_forces_ev_per_a": [[0.0, 0.0, 0.1], [-0.1, 0.0, 0.0], [0.2, 0.3, -0.5], [-0.3, -0.2, 0.6], [-0.1, 1.3, 1.8], [-1.5, -1.1, -3.6], [0.8, 0.1, -0.5], [-0.5, -0.1, 0.6], [0.6, -0.1, -0.2], [-0.2, -0.7, -0.8], [0.0, -0.4, -0.4], [-0.3, -0.1, -0.1], [-0.2, 0.0, 0.0], [0.0, 0.2, 0.1], [0.3, 0.2, -0.3], [0.4, 0.0, -0.2], [-0.2, 0.1, 0.3], [0.2, 0.1, 0.0], [0.0, 0.1, 0.1], [0.1, 0.0, -0.2], [0.0, 0.1, 0.2], [0.0, 0.3, -0.2], [0.2, -0.4, 0.1], [-0.1, -0.2, 0.1], [0.2, -0.3, 0.5], [-1.3, 0.8, -1.3], [1.8, -0.6, 0.8], [-0.7, -0.9, -0.8], [0.3, 0.2, 0.2], [0.7, 0.6, 1.2], [-0.2, -0.3, -0.5], [0.3, -0.6, -0.9], [0.3, 0.2, -0.4], [-0.2, 0.3, -0.3], [-0.1, -0.5, 0.0], [-0.1, 0.0, -0.1], [0.1, 0.0, 0.4], [0.3, 0.1, 0.4], [-1.0, 0.4, -3.4], [1.6, 0.4, 3.9], [0.4, -0.4, 3.9], [-0.6, 1.4, 1.6], [0.2, -0.2, -0.6], [-1.1, -0.3, -0.3], [0.5, 0.3, -0.2], [-0.8, -0.5, -0.8], [0.5, 0.2, 0.1], [-0.2, 0.2, -0.5], [0.0, 0.0, -0.3], [-0.1, -0.1, -0.1], [0.1, 0.0, 0.3], [0.2, 0.2, 0.4], [0.1, -0.1, -0.5], [-0.5, -0.3, 0.0]]
}



{
  "formula": "C25H19CsIN5O2",
  "method": "the ωB97M-V functional and the def2-TZVPD basis",
  "homo_ev": -8.29,
  "relative_energy_kcal_mol": 9.9,
  "energy_ha": -1706.23201,
  "species": ["Cs", "I", "C", "C", "C", "C", "N", "C", "H", "H", "H", "H", "O", "C", "N", "C", "O", "C", "C", "C", "C", "C", "C", "H", "H", "H", "H", "N", "C", "N", "C", "C", "C", "C", "C", "C", "H", "H", "H", "H", "H", "H", "C", "C", "C", "N", "C", "C", "H", "H", "H", "H", "H"],
  "coordinates": [[-0.320, -0.432, 0.844], [6.138, -2.711, -1.545], [5.148, -1.086, -0.634], [5.856, -0.076, -0.008], [5.136, 0.957, 0.571], [3.751, 0.935, 0.494], [3.085, -0.033, -0.116], [3.763, -1.023, -0.665], [6.935, -0.091, 0.035], [5.646, 1.763, 1.072], [3.149, 1.714, 0.940], [3.184, -1.799, -1.150], [-0.384, -2.123, 3.416], [-0.059, -1.062, 3.938], [0.306, 0.039, 3.257], [0.447, 1.088, 4.094], [0.717, 2.228, 3.745], [0.203, 0.616, 5.502], [0.230, 1.257, 6.721], [0.046, 0.490, 7.867], [-0.166, -0.875, 7.776], [-0.241, -1.513, 6.540], [-0.058, -0.751, 5.408], [0.397, 2.322, 6.781], [0.082, 0.961, 8.841], [-0.270, -1.456, 8.681], [-0.423, -2.573, 6.471], [-5.248, -0.717, -0.351], [-3.932, -0.980, -0.553], [-3.146, -0.034, -0.142], [-3.971, 0.936, 0.380], [-3.678, 2.161, 0.975], [-4.740, 2.929, 1.404], [-6.064, 2.509, 1.250], [-6.377, 1.297, 0.669], [-5.313, 0.515, 0.248], [-6.028, -1.307, -0.589], [-3.595, -1.892, -1.015], [-2.656, 2.492, 1.092], [-4.552, 3.885, 1.870], [-6.864, 3.146, 1.594], [-7.396, 0.968, 0.540], [-0.032, 6.031, -0.170], [-0.010, 5.250, 0.971], [-0.004, 3.869, 0.833], [-0.041, 3.260, -0.344], [-0.069, 4.014, -1.432], [-0.057, 5.400, -1.403], [-0.029, 7.110, -0.106], [0.008, 5.694, 1.953], [0.050, 3.231, 1.706], [-0.101, 3.485, -2.377], [-0.064, 5.968, -2.320]],
  "atomic_forces_ev_per_a": [[0.0, -0.3, -2.0], [-0.2, 0.4, 0.2], [0.2, -0.3, -0.2], [-0.1, 0.0, 0.0], [0.0, 0.0, 0.0], [0.2, 0.2, 0.1], [-0.6, 0.0, 0.1], [0.2, -0.3, -0.2], [0.1, 0.0, 0.0], [0.0, 0.1, 0.1], [0.0, 0.1, 0.1], [0.0, -0.1, 0.0], [0.0, -0.3, 0.1], [-0.1, -0.3, 0.3], [0.5, 0.6, 0.8], [0.0, 0.3, 0.1], [0.0, 0.3, 0.2], [0.0, -0.4, 0.3], [0.0, 0.1, -0.1], [0.0, 0.1, 0.0], [0.0, -0.1, 0.1], [0.0, -0.1, -0.2], [0.1, 0.5, 0.4], [0.1, 0.1, 0.0], [0.0, 0.0, 0.0], [-0.1, 0.0, 0.1], [0.0, -0.2, 0.0], [-0.2, -0.2, -0.1], [0.1, -0.1, -0.1], [0.4, -0.1, -0.1], [-0.9, -0.1, 0.0], [0.0, -0.1, 0.0], [0.1, 0.2, 0.1], [-0.2, -0.1, -0.1], [0.0, 0.0, 0.0], [0.4, 0.6, 0.2], [0.1, 0.0, 0.0], [0.0, -0.1, -0.1], [0.1, 0.0, 0.0], [0.0, 0.0, 0.0], [-0.1, 0.1, 0.0], [-0.2, 0.0, 0.1], [0.0, -0.1, 0.0], [0.0, 0.0, 0.0], [0.0, 0.2, 0.3], [0.0, -0.6, 0.0], [0.0, 0.2, -0.3], [0.0, 0.0, 0.0], [0.0, 0.1, 0.0], [0.0, 0.0, 0.1], [0.0, 0.0, 0.2], [0.0, 0.0, -0.1], [0.0, 0.0, -0.1]]
}



{
  "formula": "C25H20As2F12N2O8PSTi",
  "method": "the ωB97M-V functional and the def2-TZVPD basis",
  "homo_ev": -5.95,
  "relative_energy_kcal_mol": 0.0,
  "energy_ha": -8935.68642,
  "charge": -1,
  "species": ["Ti", "O", "C", "C", "C", "N", "C", "C", "C", "O", "O", "C", "O", "O", "H", "H", "H", "O", "S", "O", "O", "C", "C", "C", "C", "C", "C", "P", "C", "C", "C", "C", "C", "C", "C", "C", "C", "C", "C", "C", "H", "H", "H", "H", "H", "H", "H", "H", "H", "H", "H", "H", "H", "H", "N", "H", "H", "H", "F", "As", "F", "F", "F", "F", "F", "F", "As", "F", "F", "F", "F", "F"],
  "coordinates": [[-0.311, -0.755, -0.377], [0.311, -0.705, -6.481], [0.170, -0.673, -5.140], [0.417, 0.486, -4.401], [0.251, 0.422, -3.039], [-0.088, -0.716, -2.452], [-0.435, -1.790, -3.149], [-0.310, -1.824, -4.515], [-1.158, -2.771, -2.265], [-1.617, -3.804, -2.668], [-1.266, -2.290, -1.044], [0.186, 1.563, -2.054], [0.517, 2.683, -2.350], [-0.323, 1.143, -0.923], [0.625, 0.151, -6.793], [0.681, 1.428, -4.864], [-0.613, -2.694, -5.080], [2.375, 0.613, -0.658], [2.251, 0.531, 0.781], [3.266, -0.205, 1.476], [0.861, 0.045, 1.120], [2.316, 2.217, 1.365], [3.584, 2.779, 1.209], [3.794, 4.115, 1.473], [2.734, 4.903, 1.905], [1.490, 4.337, 2.095], [1.244, 2.982, 1.832], [-0.409, 2.300, 2.349], [-0.301, 2.880, 4.105], [0.418, 2.042, 4.960], [0.605, 2.370, 6.293], [0.054, 3.539, 6.803], [-0.675, 4.371, 5.968], [-0.848, 4.047, 4.628], [-1.570, 3.513, 1.621], [-2.837, 3.613, 2.200], [-3.809, 4.425, 1.641], [-3.538, 5.127, 0.474], [-2.296, 5.006, -0.127], [-1.314, 4.205, 0.442], [4.396, 2.149, 0.869], [4.781, 4.542, 1.343], [2.883, 5.956, 2.109], [0.681, 4.952, 2.467], [0.841, 1.122, 4.570], [1.174, 1.710, 6.936], [0.191, 3.798, 7.845], [-1.113, 5.282, 6.358], [-1.414, 4.712, 3.987], [-3.071, 3.035, 3.087], [-4.788, 4.485, 2.099], [-4.303, 5.748, 0.024], [-2.085, 5.521, -1.056], [-0.362, 4.103, -0.059], [-0.643, -1.941, 1.399], [-0.951, -1.306, 2.128], [0.230, -2.379, 1.683], [-1.339, -2.658, 1.221], [-2.021, -0.005, 0.461], [-3.730, 0.344, -0.276], [-4.242, 0.741, 1.316], [-3.243, 1.961, -0.517], [-2.988, -0.101, -1.782], [-5.268, 0.579, -0.988], [-4.057, -1.314, 0.046], [1.280, -1.992, -0.555], [1.992, -3.763, -0.408], [1.602, -3.907, -2.076], [3.492, -3.056, -0.808], [2.644, -5.336, -0.278], [2.224, -3.384, 1.259], [0.400, -4.278, 0.000]],
  "atomic_forces_ev_per_a": [[0.0, 1.0, 0.4], [0.0, 0.0, 0.0], [0.0, 0.0, -0.1], [0.0, 0.0, 0.0], [-0.1, -0.2, 0.0], [-0.2, 0.0, -0.1], [0.0, 0.2, 0.0], [0.0, 0.0, 0.0], [-0.1, -0.3, -0.1], [0.0, 0.1, 0.0], [-0.1, 0.0, 0.1], [0.2, 0.0, -0.1], [-0.2, 0.1, 0.1], [0.2, -0.1, 0.0], [0.0, 0.0, 0.0], [0.0, 0.0, 0.0], [0.0, 0.0, 0.0], [0.1, -0.1, -0.1], [0.2, 0.2, -0.2], [-0.1, 0.1, 0.2], [-0.1, -0.5, -0.2], [-0.2, 0.1, 0.0], [0.0, -0.1, -0.1], [0.0, 0.1, 0.0], [0.0, 0.0, 0.0], [0.0, -0.1, -0.1], [0.1, 0.0, 0.1], [-0.1, 0.1, 0.1], [0.1, -0.1, 0.0], [0.0, 0.0, 0.0], [0.0, 0.0, 0.0], [0.0, -0.1, 0.0], [0.0, 0.0, 0.0], [0.0, 0.0, 0.0], [0.1, 0.0, 0.1], [0.0, 0.0, -0.1], [0.0, 0.0, 0.0], [0.0, 0.0, 0.0], [0.0, 0.0, 0.0], [0.0, 0.0, 0.0], [0.0, 0.0, 0.0], [0.0, 0.0, 0.0], [0.0, 0.0, 0.0], [0.0, 0.0, 0.0], [0.0, 0.0, 0.0], [0.0, 0.0, 0.0], [0.0, 0.0, 0.0], [0.0, 0.0, 0.0], [0.0, 0.0, 0.0], [0.0, 0.0, 0.0], [0.0, 0.0, 0.0], [0.0, 0.0, 0.0], [0.0, 0.0, 0.0], [0.1, 0.0, 0.0], [0.0, -0.1, 0.2], [0.0, -0.1, 0.1], [0.0, 0.0, 0.0], [0.0, 0.0, 0.0], [0.0, -0.2, -0.1], [-0.1, -0.3, -0.1], [0.1, 0.0, 0.0], [0.1, 0.0, -0.1], [-0.1, 0.1, 0.0], [0.0, 0.1, 0.0], [0.1, 0.0, 0.0], [0.0, -0.1, 0.0], [0.1, 0.1, 0.1], [0.0, 0.0, 0.0], [0.0, 0.0, 0.0], [0.0, 0.0, 0.0], [0.0, 0.0, 0.0], [0.0, 0.0, 0.0]]
}



{
  "formula": "C25H20AsBiF3IN3O5",
  "method": "the ωB97M-V functional and the def2-TZVPD basis",
  "homo_ev": -5.71,
  "relative_energy_kcal_mol": 8.6,
  "energy_ha": -4552.87037,
  "charge": -1,
  "species": ["Bi", "O", "C", "C", "C", "N", "C", "C", "C", "O", "O", "C", "O", "O", "H", "H", "H", "C", "As", "C", "C", "H", "H", "H", "H", "H", "H", "H", "H", "H", "N", "C", "C", "C", "C", "C", "C", "C", "C", "C", "H", "H", "H", "H", "F", "C", "F", "F", "I", "C", "C", "C", "C", "C", "N", "H", "H", "H", "H"],
  "coordinates": [[-0.587, -1.578, 0.720], [2.439, -1.607, 6.661], [1.852, -1.568, 5.441], [0.691, -0.849, 5.190], [0.175, -0.866, 3.909], [0.769, -1.502, 2.904], [1.879, -2.217, 3.142], [2.433, -2.288, 4.408], [2.559, -2.963, 1.984], [3.397, -3.812, 2.290], [2.166, -2.604, 0.847], [-1.151, -0.198, 3.579], [-1.620, 0.591, 4.387], [-1.682, -0.555, 2.469], [1.945, -1.056, 7.277], [0.175, -0.283, 5.955], [3.315, -2.893, 4.563], [3.073, 0.451, -0.264], [1.999, -0.740, -1.395], [1.945, 0.482, -2.967], [3.482, -1.821, -2.115], [3.952, 0.834, -0.786], [3.397, -0.099, 0.618], [2.452, 1.289, 0.055], [2.934, 0.865, -3.223], [1.285, 1.328, -2.763], [1.543, -0.056, -3.829], [4.272, -1.191, -2.528], [3.102, -2.469, -2.906], [3.878, -2.444, -1.315], [-3.611, 7.897, -0.605], [-3.168, 6.842, -0.480], [-2.613, 5.535, -0.328], [-1.624, 5.306, 0.631], [-1.077, 4.047, 0.771], [-1.501, 2.998, -0.049], [-2.501, 3.231, -1.002], [-3.047, 4.489, -1.145], [-0.977, 1.682, 0.095], [-0.584, 0.541, 0.188], [-1.302, 6.122, 1.264], [-0.324, 3.851, 1.522], [-2.840, 2.403, -1.609], [-3.816, 4.676, -1.882], [-3.212, -2.530, -1.007], [-2.996, -1.574, -0.020], [-3.445, -0.411, -0.602], [-3.930, -1.878, 0.921], [0.202, -4.487, -1.468], [-0.665, -2.989, -2.662], [-1.034, -3.278, -3.967], [-1.596, -2.255, -4.712], [-1.761, -1.005, -4.133], [-1.359, -0.824, -2.823], [-0.814, -1.805, -2.104], [-0.893, -4.268, -4.374], [-1.906, -2.434, -5.733], [-2.204, -0.187, -4.684], [-1.469, 0.123, -2.309]],
  "atomic_forces_ev_per_a": [[-0.6, -0.1, 0.1], [0.1, -0.1, 0.1], [-0.1, 0.0, -0.3], [-0.1, 0.2, 0.1], [0.0, -0.1, -0.1], [0.3, -0.2, 0.0], [0.0, 0.2, 0.3], [0.1, 0.0, 0.1], [-0.2, 0.1, -0.2], [0.1, -0.1, 0.1], [-0.2, 0.1, -0.2], [0.0, 0.1, 0.2], [0.0, -0.1, 0.0], [0.0, -0.3, -0.3], [-0.1, 0.0, 0.0], [0.0, 0.0, 0.0], [0.0, 0.0, 0.0], [0.0, 0.0, 0.1], [0.8, 0.3, -0.3], [-0.3, 0.0, 0.1], [-0.1, -0.1, 0.1], [0.0, 0.0, -0.1], [-0.1, -0.1, 0.0], [0.0, 0.0, 0.0], [0.0, -0.1, 0.1], [0.0, 0.0, 0.0], [0.0, 0.0, 0.0], [0.0, 0.1, 0.0], [0.0, 0.0, 0.0], [0.0, 0.0, 0.0], [0.0, -0.1, 0.0], [-0.2, 0.3, 0.0], [0.2, -0.4, 0.0], [-0.1, 0.1, -0.1], [0.1, -0.1, 0.0], [-0.2, 0.1, 0.0], [0.1, 0.0, 0.1], [-0.1, 0.1, 0.0], [0.3, -0.1, -0.1], [0.0, 0.4, 0.0], [0.0, 0.0, 0.0], [0.0, 0.0, 0.0], [0.0, 0.0, 0.0], [0.0, 0.0, 0.0], [0.0, 0.0, 0.1], [0.1, -0.1, -0.1], [0.0, -0.1, 0.1], [0.2, 0.1, 0.0], [0.0, 0.1, -0.2], [0.1, -0.1, 0.1], [0.0, 0.1, -0.1], [0.0, 0.0, 0.0], [0.0, 0.0, 0.0], [0.0, 0.0, -0.1], [-0.2, -0.1, 0.1], [0.0, 0.0, 0.0], [0.0, 0.0, 0.0], [0.0, 0.0, 0.0], [0.0, 0.0, 0.0]]
}